ORCA calculation (wB97M-V/def2-TZVPD) on a structure of composition C41H51Br2Ge2N4O4PRuS2Se.

Output
HOMO: -7.0 eV
E_tot: -15049.01067 Eh
M: 1244.0 g mol⁻¹
LUMO: -0.59 eV
Total charge: 0
Energy relative to the best compared isomer or geometry (same formula, charge and spin): 0.000 eV
Strongest force on any atom: 0.00980 hartree/bohr

Each line ends with the Mulliken charge.
Cartesian coordinates (Å):
Ru 0.5716 0.2368 -0.4542  2.772
C 1.7407 1.7778 2.4372  -0.785
C 2.2748 0.4081 2.2392  -0.279
C 3.1511 -0.1292 3.2165  -1.287
C 3.7308 -1.3425 3.0432  -1.495
C 3.4409 -2.0874 1.8750  1.652
C 4.0058 -3.3448 1.5708  -0.119
Br 5.2389 -4.1582 2.7582  -0.229
C 3.6764 -3.9884 0.4115  -0.207
C 2.7413 -3.4337 -0.4665  0.626
Br 2.3502 -4.3555 -2.0627  -0.100
C 2.0976 -2.2265 -0.2065  -1.381
O 1.1628 -1.7365 -0.9546  1.103
C 2.5174 -1.5253 0.9676  -2.051
N 1.9479 -0.2812 1.1609  2.554
H 2.4464 2.3916 2.9972  0.653
H 0.7951 1.7540 2.9841  0.387
H 1.5332 2.2328 1.4761  -1.108
H 3.3620 0.4699 4.0918  0.579
H 4.4150 -1.7469 3.7765  0.380
H 4.1302 -4.9381 0.1651  0.485
C 4.2088 1.6777 -0.0613  -0.835
O 3.8101 0.6645 -0.9840  -0.515
P 2.3930 0.7303 -1.7415  1.521
O 2.8240 -0.2835 -2.8746  -0.496
C 1.9558 -0.8995 -3.8474  -0.445
O 2.3302 2.1707 -2.3996  -0.152
C 3.2601 2.6073 -3.4002  -0.830
H 5.1000 2.1669 -0.4539  0.380
H 4.4527 1.2034 0.8887  0.231
H 3.4296 2.4247 0.0927  0.089
H 2.5891 -1.5855 -4.4037  0.379
H 1.5384 -0.1476 -4.5154  0.184
H 1.1659 -1.4511 -3.3489  0.029
H 2.8173 3.4845 -3.8627  0.217
H 3.4123 1.8334 -4.1504  0.291
H 4.2138 2.8659 -2.9378  0.287
C -4.4674 0.5429 0.3371  -0.890
Ge -3.6208 0.1823 -1.3990  1.976
C -4.8834 -0.9401 -2.4204  -1.224
C -3.4513 1.8508 -2.3917  -0.980
Ge -1.5592 -1.1735 -1.2545  -1.302
C -1.8991 -2.8117 -0.1781  0.075
C -3.2395 -3.0731 0.1142  -0.427
C -3.6449 -4.2871 0.6572  -0.847
C -2.7084 -5.2762 0.9221  -0.926
C -1.3685 -5.0313 0.6525  -1.088
C -0.9714 -3.8133 0.1133  1.111
C -1.3093 -1.9841 -3.0293  -0.043
C -1.7485 -1.3100 -4.1682  0.220
C -1.6684 -1.8941 -5.4241  -1.362
C -1.1535 -3.1751 -5.5608  -0.709
C -0.7378 -3.8712 -4.4348  -0.987
C -0.8239 -3.2819 -3.1815  0.102
H -5.2878 1.2457 0.1779  0.496
H -3.7619 0.9816 1.0381  -0.025
H -4.8843 -0.3708 0.7657  0.383
H -5.6795 -0.2908 -2.7910  0.531
H -5.3377 -1.7208 -1.8097  0.399
H -4.4004 -1.4121 -3.2754  0.354
H -4.4262 2.3432 -2.3611  0.536
H -3.1896 1.6676 -3.4337  0.343
H -2.7047 2.5106 -1.9557  0.027
H -3.9966 -2.3283 -0.1007  -0.226
H -4.6954 -4.4643 0.8549  0.447
H -3.0208 -6.2325 1.3231  0.334
H -0.6275 -5.8014 0.8343  0.567
H 0.0749 -3.6623 -0.1151  -0.085
H -2.1524 -0.3092 -4.0928  0.568
H -2.0009 -1.3403 -6.2928  0.442
H -1.0842 -3.6321 -6.5401  0.386
H -0.3456 -4.8767 -4.5303  0.452
H -0.4966 -3.8429 -2.3196  0.481
S -1.0989 0.0491 1.4341  -1.128
C -1.0824 -1.3469 2.4186  -0.124
N -2.1425 -1.6838 3.1576  0.013
C -1.9344 -2.9143 3.9153  -0.539
C -0.4427 -3.2112 3.6527  -0.713
N -0.0799 -2.1749 2.6938  0.248
H -3.0439 -1.2864 2.9574  0.243
H -2.5749 -3.7050 3.5282  0.277
H -2.1438 -2.7647 4.9735  0.347
H -0.2947 -4.2032 3.2262  0.361
H 0.1587 -3.1194 4.5575  0.444
H 0.8176 -2.1069 2.2486  -0.257
S -0.4259 1.8992 -4.8106  -0.332
C -0.3510 1.2470 -3.3367  -0.167
N -0.2856 0.7911 -2.2593  0.412
C 0.8979 6.8650 4.2066  -1.592
C 0.5737 5.8627 3.1319  0.695
C -0.6189 5.1559 3.1386  -1.293
C -0.9265 4.2095 2.1634  0.604
C -2.2738 3.5428 2.2262  -1.130
C -0.0004 3.9466 1.1407  -0.331
Se -0.4114 2.6926 -0.2788  0.280
C 1.1810 4.7035 1.0841  1.856
C 2.1591 4.5893 -0.0547  -1.127
C 1.4544 5.6294 2.0854  -1.103
H 0.0664 6.9796 4.9016  0.350
H 1.1170 7.8446 3.7781  0.354
H 1.7749 6.5579 4.7802  0.315
H -1.3427 5.3479 3.9245  0.254
H -2.8458 3.9235 3.0739  0.447
H -2.1831 2.4645 2.3221  -0.073
H -2.8393 3.7264 1.3112  0.261
H 2.1017 3.6231 -0.5503  -0.668
H 3.1781 4.7803 0.2885  0.371
H 1.9230 5.3336 -0.8202  0.438
H 2.3804 6.1950 2.0338  0.406